{"formula": "C24H54Br9N3O11P2", "method": "ωB97M-V/def2-TZVPD", "elements": ["C", "O", "N", "C", "C", "H", "H", "H", "H", "H", "H", "H", "C", "O", "N", "C", "C", "H", "H", "H", "H", "H", "H", "H", "C", "O", "N", "C", "C", "H", "H", "H", "H", "H", "H", "H", "C", "Br", "Br", "Br", "H", "C", "Br", "Br", "Br", "H", "C", "Br", "Br", "Br", "H", "C", "C", "O", "P", "O", "O", "C", "C", "O", "C", "C", "H", "H", "H", "H", "H", "H", "H", "H", "H", "H", "H", "H", "H", "H", "H", "C", "C", "O", "P", "O", "O", "C", "C", "O", "C", "C", "H", "H", "H", "H", "H", "H", "H", "H", "H", "H", "H", "H", "H", "H", "H"], "xyz": [[-7.11662, 19.36521, 26.07145], [-8.12492, 19.51813, 25.43771], [-6.39981, 18.24705, 25.92727], [-5.12123, 18.11760, 26.57225], [-6.76088, 17.10197, 25.09194], [-6.63641, 20.09522, 26.74129], [-4.84400, 19.02961, 27.10092], [-4.40398, 17.96637, 25.76554], [-5.04242, 17.32056, 27.31159], [-5.90261, 16.91851, 24.44555], [-6.92077, 16.18430, 25.65799], [-7.65046, 17.34956, 24.51276], [-13.68994, 23.12082, 26.47595], [-13.81516, 22.15245, 27.20148], [-14.52416, 24.14147, 26.45105], [-14.37985, 25.17545, 25.44499], [-15.73151, 24.24432, 27.30472], [-12.91881, 23.22757, 25.69738], [-15.16292, 25.06564, 24.69476], [-13.39419, 25.06175, 24.99372], [-14.41341, 26.13294, 25.96478], [-16.55094, 24.81300, 26.86511], [-16.10883, 23.24086, 27.50164], [-15.39726, 24.59499, 28.28114], [-3.05107, 24.06289, 28.00067], [-3.62389, 23.03545, 28.33615], [-2.80143, 24.37881, 26.73192], [-2.04316, 25.53121, 26.33286], [-3.03495, 23.46101, 25.63101], [-2.71536, 24.90247, 28.62883], [-2.44038, 25.98071, 25.42276], [-0.96917, 25.41055, 26.19120], [-2.14097, 26.36880, 27.02350], [-2.16595, 22.80501, 25.58008], [-3.91195, 22.86153, 25.87513], [-3.34705, 23.94035, 24.70314], [-2.13316, 18.66001, 19.23030], [-3.57342, 17.45411, 18.58315], [-0.48150, 18.68772, 18.09197], [-1.74461, 18.11080, 21.04620], [-2.41973, 19.71157, 19.21627], [0.33593, 15.60438, 26.94362], [-1.34250, 14.72256, 26.25604], [1.50721, 14.20190, 27.92958], [-0.04202, 17.18877, 28.08638], [0.83656, 16.02098, 26.06960], [-8.59329, 26.54448, 30.22104], [-8.52784, 25.31932, 28.67246], [-7.72343, 28.28264, 29.97824], [-7.79224, 25.65705, 31.85046], [-9.65476, 26.69899, 30.41470], [-4.49952, 11.27012, 20.50883], [-3.23719, 11.66441, 21.33635], [-3.26261, 10.90784, 22.47437], [-2.51593, 9.44966, 22.57123], [-3.20986, 8.34604, 21.80761], [-0.94680, 9.69324, 22.17049], [-0.25918, 8.85627, 21.20166], [-0.72413, 9.31737, 19.79135], [-2.42655, 9.16256, 24.17943], [-3.50299, 8.80226, 24.91752], [-2.94449, 8.22512, 26.19463], [-4.89770, 11.99141, 19.79519], [-4.27429, 10.37618, 19.92724], [-5.31231, 10.99333, 21.18029], [-2.37197, 11.64118, 20.67382], [-3.38016, 12.69207, 21.67039], [0.80344, 8.99428, 21.40140], [-0.42011, 7.80146, 21.42430], [-0.50173, 10.38327, 19.74130], [-0.21793, 8.72637, 19.02808], [-1.81057, 9.23146, 19.77233], [-4.20408, 9.63369, 24.99025], [-4.09750, 8.06828, 24.37352], [-2.19389, 7.45869, 26.00154], [-2.37907, 9.07115, 26.58530], [-3.73864, 7.84355, 26.83639], [0.27932, 15.22481, 33.70561], [-1.10945, 15.11940, 33.03972], [-2.02557, 15.40394, 34.10377], [-3.57090, 15.58572, 33.65848], [-4.59575, 15.75731, 34.74916], [-3.57692, 16.77913, 32.54108], [-3.71203, 18.16138, 32.89773], [-5.06431, 18.68283, 32.55530], [-3.82883, 14.26610, 32.73861], [-5.16505, 13.91762, 32.51174], [-5.23798, 13.58808, 30.96761], [0.46123, 16.21507, 34.12320], [0.48044, 14.70820, 34.64410], [1.03872, 14.97379, 32.96507], [-1.16991, 15.75805, 32.15849], [-1.35678, 14.16982, 32.56515], [-3.43238, 18.45636, 33.90910], [-3.03256, 18.56570, 32.14743], [-5.09653, 19.76861, 32.64563], [-5.17973, 18.52587, 31.48285], [-5.86219, 18.12880, 33.04981], [-5.58505, 13.13807, 33.14735], [-5.84664, 14.76585, 32.57530], [-4.91343, 14.30300, 30.21153], [-4.63483, 12.69848, 30.78617], [-6.30880, 13.42819, 30.84158]], "forces_ev_per_angstrom": [[0.16, -0.57, -0.76], [-1.46, 1.08, -0.15], [1.01, -1.43, 1.05], [0.51, 0.36, -0.10], [-0.01, 0.82, -0.09], [-0.22, 0.12, 0.07], [-0.12, 0.13, -0.12], [0.48, -0.19, 0.26], [-0.22, -0.31, -0.17], [-0.11, -0.08, -0.32], [-0.12, 0.14, 0.31], [0.15, -0.06, 0.05], [-0.07, -1.43, 0.18], [0.38, -0.04, 0.08], [-1.91, 1.82, -0.35], [0.32, -0.24, 0.57], [1.07, -1.27, 0.31], [0.32, -0.20, 0.16], [0.02, 0.34, -0.10], [-0.13, 0.14, -0.19], [-0.15, 0.23, -0.40], [0.49, 0.27, -0.09], [0.06, -0.11, -0.16], [-0.40, 0.48, 0.01], [-0.76, -0.53, 0.05], [0.52, 0.65, 0.36], [0.47, 0.69, -2.16], [0.05, 1.61, 0.25], [-0.94, -0.88, 0.94], [-0.13, -0.32, 0.66], [-0.09, -0.41, -0.23], [0.07, -0.58, -0.04], [-0.08, -0.24, 0.52], [-0.07, -0.08, -0.70], [0.20, -0.29, 0.27], [0.74, 0.35, 0.07], [0.43, -0.52, -0.36], [0.92, 0.97, -0.01], [-1.11, -0.30, 0.64], [0.13, 0.33, -0.33], [-0.39, -0.49, 0.09], [-0.48, -0.63, 0.80], [1.35, 0.74, 0.67], [-1.24, 1.64, -1.15], [0.17, -1.23, -0.63], [0.17, -0.52, 0.32], [0.55, -0.62, 0.46], [0.16, 0.84, 0.79], [-0.45, -0.86, -0.15], [-0.66, 0.57, -1.19], [0.41, 0.07, 0.10], [0.34, -0.46, -0.20], [-2.50, 1.77, -2.47], [2.22, -2.94, 2.30], [-0.27, -1.50, -0.38], [1.30, 2.07, 1.22], [-1.80, 0.01, 0.88], [-0.51, 0.20, -0.45], [0.48, -0.31, 1.59], [2.66, 1.87, -3.83], [-2.52, -1.63, 0.32], [-0.03, 0.82, -0.06], [0.38, 0.38, 0.16], [-0.01, -0.15, 0.03], [0.08, 0.14, 0.12], [0.41, -0.41, 0.53], [0.28, 0.13, -0.03], [-0.05, 0.45, -0.19], [-0.53, 0.01, -0.20], [0.28, -0.06, -0.39], [-0.22, 0.23, -0.17], [0.06, -0.37, -0.34], [0.13, 0.33, 0.79], [0.03, -0.44, -0.10], [-0.31, -0.18, -0.25], [-0.13, -0.17, 0.89], [0.24, 0.21, 0.22], [0.03, 0.25, -0.27], [1.46, -0.47, 0.57], [-2.12, 0.44, -0.82], [-1.60, 0.16, 0.70], [2.26, -0.10, -1.69], [-0.11, -1.97, 1.50], [0.63, 0.58, -0.92], [-0.47, -0.29, -1.03], [1.34, 1.39, 1.78], [-1.02, 0.95, -3.41], [-0.51, -1.03, 1.49], [-0.19, 0.59, -0.85], [-0.63, -1.12, -0.38], [0.18, 0.09, 0.17], [-0.17, 0.91, 0.45], [0.27, -0.54, 0.67], [0.30, -0.64, 0.08], [0.34, 0.71, 0.56], [-0.21, -0.07, 0.57], [-0.27, -0.17, -0.13], [-0.03, 0.42, 0.28], [0.59, -0.21, -0.04], [0.20, 0.29, 0.67], [0.08, 0.64, 0.75], [-0.37, -0.29, -0.13], [0.03, -0.52, -0.62]], "mulliken_charge": [0.29, -0.62, 0.10, -0.91, -0.88, 0.27, 0.26, 0.33, 0.28, 0.30, 0.29, 0.30, 0.21, -0.62, 0.07, -0.94, -0.91, 0.26, 0.32, 0.32, 0.33, 0.34, 0.34, 0.28, 0.21, -0.63, 0.09, -0.95, -0.98, 0.30, 0.32, 0.32, 0.35, 0.32, 0.30, 0.35, -0.33, -0.01, -0.03, 0.02, 0.35, -0.37, 0.03, -0.05, -0.01, 0.40, -0.32, 0.01, -0.01, -0.02, 0.34, -1.07, -0.04, -0.26, 0.77, -0.68, -0.28, -0.25, -0.89, -0.28, -0.27, -1.19, 0.38, 0.27, 0.29, 0.11, 0.32, 0.33, 0.31, 0.24, 0.40, 0.20, 0.32, 0.35, 0.29, 0.29, 0.37, -1.28, -0.04, -0.30, 0.71, -0.73, -0.08, -0.29, -1.08, -0.24, -0.22, -1.13, 0.33, 0.34, 0.36, 0.31, 0.29, 0.35, 0.28, 0.39, 0.24, 0.29, 0.31, 0.25, 0.28, 0.30, 0.39], "total_energy_ha": -25787.65254, "e_homo_ha": -0.336, "lumo_energy_ev": -0.954, "gap_ev": 8.182}

=====

{"formula": "C24H54CaMgNO6PS", "method": "ωB97M-V/def2-TZVPD", "elements": ["C", "C", "C", "C", "C", "C", "C", "C", "P", "O", "C", "C", "O", "H", "H", "H", "H", "H", "H", "H", "H", "H", "H", "H", "H", "H", "H", "H", "H", "H", "H", "H", "H", "H", "H", "H", "H", "Ca", "O", "C", "C", "O", "H", "H", "H", "H", "C", "C", "C", "N", "C", "C", "C", "C", "C", "H", "H", "H", "H", "H", "H", "H", "H", "H", "H", "H", "H", "H", "H", "H", "H", "H", "H", "Mg", "C", "C", "C", "S", "O", "O", "C", "H", "H", "H", "H", "H", "H", "H", "H"], "xyz": [[-3.74436, 2.39521, -0.88243], [-3.91766, 1.08493, -0.04623], [-2.71232, 0.87737, 0.91918], [-1.51800, 0.12623, 0.25331], [-1.22005, -1.26372, 0.89657], [-0.90843, -1.14124, 2.41773], [0.66158, -1.21952, 2.75785], [1.26553, 0.06076, 3.47471], [2.50345, 1.09287, 2.40868], [2.31055, 2.42061, 3.50875], [3.47940, 2.52822, 4.37011], [4.58259, 1.77847, 3.54066], [3.93065, 0.55901, 3.22316], [-2.73348, 2.40564, -1.31835], [-4.51678, 2.37521, -1.67104], [-3.92223, 3.24182, -0.20364], [-3.98525, 0.22321, -0.74031], [-4.83415, 1.11985, 0.56355], [-3.09197, 0.33186, 1.81046], [-2.34041, 1.85377, 1.29078], [-0.57336, 0.70091, 0.27121], [-1.78175, -0.02642, -0.83401], [-2.02374, -1.99497, 0.68340], [-0.32895, -1.65790, 0.36845], [-1.44655, -1.97510, 2.91352], [-1.31101, -0.19213, 2.87385], [1.16836, -1.49659, 1.82247], [0.77082, -2.05926, 3.47140], [0.43669, 0.79712, 3.75138], [1.74933, -0.26731, 4.45596], [3.19058, 1.86186, 1.39281], [1.29333, 1.45102, 1.65891], [2.72567, -0.04031, 1.53333], [3.68738, 3.57992, 4.62096], [3.16259, 1.95576, 5.26895], [5.56798, 1.64925, 4.00892], [4.73966, 2.48532, 2.69966], [-0.65454, 0.49270, 4.86737], [1.69048, 0.40263, -0.70946], [2.23339, 1.30799, -1.39543], [3.66088, 0.61004, -2.15342], [4.18973, 1.52792, -2.81861], [2.61217, 2.19499, -0.86477], [1.65679, 1.73400, -2.23306], [3.26536, -0.26619, -2.69284], [4.22133, 0.18613, -1.30452], [-7.39728, -4.41127, -5.66130], [-5.95225, -3.96264, -5.86684], [-5.04074, -4.04415, -4.64959], [-5.16720, -2.94573, -3.60702], [-3.97783, -3.08546, -2.68867], [-5.16785, -1.54635, -4.20185], [-6.62947, -1.15905, -4.30727], [-7.26951, -1.79736, -3.08055], [-6.44747, -3.04927, -2.78073], [-7.94476, -3.77726, -4.96305], [-7.93343, -4.37095, -6.60911], [-7.43936, -5.44048, -5.30046], [-5.92286, -2.97230, -6.32384], [-5.51807, -4.62990, -6.61588], [-4.00814, -3.99310, -4.99881], [-5.16838, -4.99080, -4.12261], [-3.07456, -2.92835, -3.27140], [-3.99394, -4.08863, -2.26288], [-4.05322, -2.33775, -1.90249], [-4.65272, -0.88977, -3.49951], [-4.62740, -1.55252, -5.14637], [-7.08209, -1.54312, -5.22121], [-6.75976, -0.07780, -4.32214], [-8.32040, -2.03058, -3.24385], [-7.22398, -1.11314, -2.23115], [-6.95424, -3.97732, -3.02980], [-6.17638, -3.08778, -1.72753], [-1.55125, -0.85265, -2.56308], [8.14184, 3.81505, 3.95978], [8.29687, 2.71156, 2.90653], [9.79476, 2.55231, 2.62544], [10.64203, 3.04574, 4.12838], [11.40369, 4.23777, 3.85634], [11.23482, 1.88627, 4.74589], [9.17388, 3.50635, 5.03884], [7.13137, 3.84572, 4.37031], [8.35227, 4.78782, 3.50886], [7.89484, 1.77383, 3.29968], [7.74849, 2.94511, 1.99336], [10.05713, 1.52342, 2.38987], [10.12493, 3.21116, 1.82381], [9.39311, 4.35475, 5.68343], [8.87322, 2.64667, 5.63855]], "forces_ev_per_angstrom": [[-0.66, -1.23, 0.53], [0.63, 0.56, 0.15], [0.06, -0.11, -0.12], [-0.27, -0.24, 0.40], [0.06, 0.93, -0.58], [1.00, -0.86, 0.26], [-1.41, 0.17, 1.01], [-0.66, -1.56, 1.11], [0.63, -0.21, -2.95], [0.31, -0.22, 0.18], [-0.35, -0.90, -0.18], [-0.55, 1.19, 1.38], [0.08, 1.51, -0.33], [-0.40, 0.28, 0.05], [0.49, 0.38, 0.19], [0.27, -0.07, -0.49], [-0.04, 0.21, 0.40], [0.15, 0.05, -0.44], [0.29, 0.08, -0.42], [-0.38, -0.28, -0.20], [-0.48, -0.13, -0.01], [0.22, 0.51, 1.74], [0.13, 0.47, 0.38], [-0.29, 0.06, 0.47], [0.30, 0.44, 0.03], [-0.32, -0.22, -0.91], [0.28, 0.59, 0.41], [0.19, 0.21, -0.58], [4.06, 0.36, -3.84], [-0.47, 0.55, -0.50], [0.27, 0.17, 0.63], [-0.19, 0.07, 0.45], [-0.72, -0.11, 0.51], [-0.08, -0.37, -0.23], [0.88, 0.38, -0.02], [-0.54, -0.27, 0.22], [0.05, -0.81, -0.18], [-2.53, -0.95, 3.06], [1.00, 0.31, -1.21], [-5.11, 2.41, 2.77], [5.07, -2.25, -2.67], [-1.28, -0.45, 0.98], [1.16, -0.60, 0.26], [0.40, -0.88, -0.83], [-1.04, 0.53, -0.27], [-0.36, 0.89, 0.78], [-0.04, 0.11, 0.03], [-0.33, -0.17, -0.04], [0.12, 0.16, -0.42], [0.34, -0.02, 0.55], [-0.63, -0.40, -0.36], [-0.24, -0.03, -0.11], [-0.15, 0.04, -0.28], [-0.19, 0.13, 0.18], [-0.13, 0.03, 0.03], [-0.04, -0.02, -0.02], [0.02, -0.04, 0.03], [-0.02, 0.03, 0.02], [0.11, 0.00, 0.05], [0.16, 0.04, 0.11], [0.01, 0.05, 0.13], [-0.04, 0.06, 0.06], [-0.03, -0.06, 0.05], [0.06, 0.03, 0.00], [0.00, -0.01, -0.04], [0.08, -0.12, -0.01], [0.07, -0.04, 0.07], [0.07, -0.02, 0.02], [0.08, -0.03, 0.01], [0.03, -0.03, 0.02], [0.01, -0.04, -0.03], [0.09, 0.02, -0.10], [0.12, -0.10, -0.09], [0.63, -0.18, -1.21], [0.03, 0.01, -0.09], [-0.09, 0.00, 0.02], [-0.34, -0.12, -0.34], [0.11, -0.13, 0.14], [0.01, -0.19, 0.07], [0.09, 0.24, -0.08], [-0.41, 0.16, 0.07], [0.02, 0.03, 0.00], [-0.01, 0.00, 0.05], [0.04, 0.01, 0.00], [0.02, -0.03, 0.01], [0.16, 0.06, 0.06], [0.09, 0.03, 0.10], [0.17, -0.06, -0.01], [0.09, -0.01, -0.01]], "mulliken_charge": [-1.22, 0.23, -0.86, 1.55, -0.92, 0.43, -0.63, -1.43, 0.73, -0.60, -0.26, -0.35, -0.60, 0.27, 0.38, 0.35, -0.55, 0.40, 0.31, 0.37, -0.11, -1.37, 0.30, 0.47, 0.27, -0.45, 0.44, 0.31, 0.02, 0.94, -0.10, -0.20, 0.04, 0.31, 0.20, 0.31, 0.18, 1.67, -0.41, -0.21, -0.12, -0.39, 0.27, 0.36, 0.26, 0.25, -1.24, -0.45, -0.77, 0.53, -1.02, -0.49, -0.43, -0.75, -0.54, 0.25, 0.38, 0.36, 0.25, 0.46, 0.40, 0.50, 0.20, 0.31, 0.41, 0.14, 0.32, 0.20, 0.49, 0.37, 0.36, 0.36, 0.35, 0.19, -0.54, -0.45, -0.76, 1.12, -0.64, -0.66, -0.72, 0.21, 0.36, 0.19, 0.40, 0.39, 0.37, 0.41, 0.35], "total_energy_ha": -3069.30312, "total_charge": 2, "e_homo_ha": -0.415, "lumo_energy_ev": -7.648, "gap_ev": 3.640}